(1)
2
Properties=species:S:1:pos:R:3 method="wB97M-V/def2-TZVPD" total_charge=+3 homo_lumo_gap_ev=9.72 relative_energy_kj_mol=187.6
Hf -27.72363 2.78558 7.45586
I -27.72638 2.92264 5.34385

---

(2)
6
Properties=species:S:1:pos:R:3 method="wB97M-V/def2-TZVPD" total_charge=+4 homo_lumo_gap_ev=3.05 relative_energy_kj_mol=124.0
Hg 4.03183 -16.67612 20.70263
V 8.69427 -15.80962 26.71843
O 10.26426 -16.08697 26.72686
I 7.16822 -16.72358 22.95962
Hg 5.63035 -20.40005 23.31893
O 8.45007 -14.21540 27.00978